1.
46
Properties=species:S:1:pos:R:3 method="wB97M-V/def2-TZVPD" gap_ev=9.7 homo_ha=-0.3484 e_lumo_ev=0.2 de_lowest_kj_mol=7.3 smiles="O=C(c1ccc(Br)c(C(F)(F)F)c1)N1CCC2(CC1)CCN2C(=O)c1cnoc1"
O -0.57511 -0.59215 -0.92126
C 0.14332 0.26448 -0.43164
C 1.59717 -0.03268 -0.19880
C 2.28655 -0.73155 -1.17735
C 3.61318 -1.07883 -0.98573
C 4.24912 -0.75031 0.19994
Br 6.05608 -1.26396 0.38776
C 3.56088 -0.07391 1.20415
C 4.20746 0.28509 2.51596
F 3.34982 0.92863 3.32791
F 4.63713 -0.79617 3.18457
F 5.26544 1.09728 2.35134
C 2.23768 0.28239 0.99068
N -0.33286 1.46299 0.02612
C 0.44898 2.69832 -0.05432
C 0.31705 3.30241 -1.45023
C -1.13042 3.52523 -1.87721
C -2.00610 2.31515 -1.55715
C -1.75964 1.72030 -0.17526
C -1.28335 4.00735 -3.34722
C -1.90010 5.32243 -2.82963
N -1.69128 4.84191 -1.46363
C -2.06320 5.32194 -0.26517
O -1.92754 4.70521 0.78130
C -2.70331 6.66959 -0.26738
C -3.81695 7.06378 0.53429
N -4.12552 8.31066 0.35429
O -3.21274 8.79732 -0.56936
C -2.41222 7.80057 -0.94702
H 1.77247 -1.01285 -2.08700
H 4.15750 -1.61411 -1.75066
H 1.69646 0.79855 1.77109
H 0.05629 3.38531 0.69472
H 1.49446 2.50683 0.17139
H 0.86604 4.24488 -1.51855
H 0.76873 2.61155 -2.17222
H -3.05786 2.58721 -1.67659
H -1.78122 1.54660 -2.30317
H -2.29607 0.78085 -0.07178
H -2.07951 2.41241 0.60168
H -0.33643 4.13690 -3.86706
H -1.94952 3.39504 -3.94973
H -1.33551 6.21689 -3.09030
H -2.95144 5.46658 -3.08082
H -4.37250 6.46105 1.23476
H -1.65404 8.05941 -1.66703

***

2.
51
Properties=species:S:1:pos:R:3 method="wB97M-V/def2-TZVPD" gap_ev="5.0 / 7.6" homo_ha="-0.2257 / -0.3339" multiplicity=3 s_squared=2.01 e_lumo_ev="-1.1 / -1.5" de_lowest_kj_mol=12.3
C -5.51519 0.17941 -1.00241
C -5.52632 1.49295 -1.80911
H -5.73565 -0.67446 -1.64124
H -6.30817 0.22271 -0.24993
H -4.57605 -0.01192 -0.48252
H -4.68094 1.59568 -2.48867
H -6.44247 1.52268 -2.40889
H -5.55317 2.36045 -1.15142
C 0.60834 -2.71069 -1.17419
C 1.39404 -3.82557 -1.42005
C 2.51860 -3.72365 -2.24366
C 2.84298 -2.49937 -2.79057
H -0.26643 -2.71621 -0.52723
H 1.10955 -4.76588 -0.96406
H 3.13959 -4.59390 -2.45594
H 3.69090 -2.34313 -3.45738
N 0.90539 -1.53915 -1.75399
C 2.01693 -1.39487 -2.53063
C 2.14659 -0.06683 -3.06432
N 1.12109 0.77131 -2.72692
C 1.17112 2.07255 -3.10275
C 3.18843 1.66969 -4.37617
C 2.17534 2.53658 -3.94624
H 0.36914 2.69742 -2.71466
H 2.16868 3.57089 -4.27243
C 3.16824 0.35673 -3.92236
H 3.88780 -0.39580 -4.21406
H 3.98647 1.99617 -5.04084
Pt -0.28376 0.11368 -1.37332
C -1.52448 1.59295 -1.21854
H -1.89379 1.85371 -2.21209
H -1.01307 2.44918 -0.77351
H -2.34807 1.27651 -0.57605
O 2.03129 -0.80153 0.77958
C 0.93563 -0.51585 1.26273
O -0.23622 -0.46616 0.63458
C 0.79528 -0.21294 2.75010
C -0.06423 0.82075 3.15258
C -0.26433 1.09148 4.52469
C 0.35860 0.31934 5.51246
C 1.20587 -0.72356 5.10885
C 1.43732 -0.96940 3.73628
N 1.84206 -1.55604 6.09916
O 1.59885 -1.34636 7.31133
O 2.59326 -2.46624 5.70849
N -1.09772 2.20092 4.91738
O -1.59162 2.92016 4.02733
O -1.29551 2.39452 6.14000
H -0.56487 1.42468 2.41058
H 0.24343 0.56891 6.55947
H 2.13122 -1.75254 3.45054

***

3.
19
Properties=species:S:1:pos:R:3 method="wB97M-V/def2-TZVPD" gap_ev=10.1 homo_ha=-0.3486 e_lumo_ev=0.6 de_lowest_kj_mol=354.3 smiles=C[C@@H](Cl)CCCC#[N+][O-]
C -0.58360 -1.13681 0.11808
C -1.77648 -0.90221 -0.81325
C 0.88589 -0.90555 -0.38326
C -2.68456 0.15042 -0.43707
C 1.32934 0.55788 -0.74264
C 0.62116 1.75308 -0.28472
N -3.64401 0.77370 -0.18993
O -4.69916 1.27165 0.00637
Cl 3.07561 0.78558 -0.34528
H -0.73051 -0.58792 1.01825
H -0.57219 -2.13312 0.27029
H -1.22960 -0.78088 -1.74652
H -2.46544 -1.79200 -1.09616
H 1.51752 -1.13517 0.48673
H 1.12748 -1.58787 -1.10981
H 1.33072 0.52419 -1.81405
H -0.45754 1.58174 -0.33712
H 0.91469 2.55564 -0.87366
H 0.85877 2.13694 0.65759

***

4.
105
Properties=species:S:1:pos:R:3 method="wB97M-V/def2-TZVPD" gap_ev="8.6 / 9.5" homo_ha="-0.2958 / -0.3370" multiplicity=3 s_squared=2.01 e_lumo_ev="0.5 / 0.3" de_lowest_kj_mol=0.0
C 0.32822 -5.26927 1.78349
C -0.31029 -3.98421 1.26648
C -0.11826 -2.73910 2.14706
O 0.97934 -1.89808 1.76641
C 2.15375 -2.15647 2.35427
O 2.45902 -3.24125 2.76073
C 3.04243 -0.94347 2.44451
S 4.34149 -1.08036 1.17044
Si 5.79544 0.14548 2.13150
Br 4.91858 2.15710 2.52253
C 6.26371 -0.62460 3.76329
C 6.69871 -2.09257 3.54377
C 7.85057 -2.55193 4.46349
C 7.64472 -3.91162 5.13698
O 7.30935 -3.72285 6.51692
C 7.35427 0.32171 1.03868
C 7.35423 -0.47996 -0.26627
F 7.54921 1.68541 0.73159
O 0.20677 -3.64412 -0.03197
C -0.10577 -4.48039 -1.03666
O -1.02143 -5.25193 -1.00226
C 0.84359 -4.30956 -2.19532
S 0.00052 -3.79762 -3.71688
H -0.24742 -6.14497 1.48254
H 1.34211 -5.36780 1.38438
H 0.43580 -5.23716 2.86988
H -1.39275 -4.13450 1.18499
H -0.01732 -3.03136 3.19409
H -0.99737 -2.09674 2.05747
H 2.47624 -0.02591 2.29610
H 3.47486 -0.95440 3.44655
H 7.08522 -0.04389 4.19785
H 5.40706 -0.56015 4.43961
H 5.83555 -2.75912 3.63489
H 7.03352 -2.21226 2.50248
H 7.99600 -1.81849 5.26058
H 8.77959 -2.58654 3.88501
H 8.55841 -4.50919 5.06684
H 6.82725 -4.45418 4.64754
H 7.73022 -4.41360 7.03974
H 8.21036 0.02783 1.65681
H 7.21622 0.23132 -1.08583
H 6.54808 -1.21257 -0.32760
H 8.31418 -0.97587 -0.42929
H 1.32084 -5.27068 -2.39246
H 1.60278 -3.56574 -1.95813
H -0.12459 -2.51894 -3.35518
C -1.57065 3.31326 -0.09120
C -0.88531 2.26659 0.80260
C -1.26570 0.86243 0.34578
C -2.72542 0.52171 0.63876
C -3.07300 0.73161 2.11354
C -2.65547 2.09826 2.67014
N -1.25187 2.41377 2.24947
O -0.37998 1.87707 3.03129
C -3.63569 3.18987 2.21573
C -2.69653 2.07153 4.19360
C 0.61420 2.48803 0.66714
H -1.03181 3.36567 -1.03745
H -2.60022 3.07441 -0.34077
H -1.53994 4.30092 0.37154
H -0.61350 0.14318 0.84762
H -1.06412 0.77710 -0.72450
H -3.38733 1.11260 0.00108
H -2.91154 -0.52146 0.37252
H -4.14862 0.61679 2.26799
H -2.58789 -0.05020 2.70803
H -3.26800 4.17477 2.50649
H -4.59645 3.02946 2.70530
H -3.82246 3.19416 1.14626
H -2.12348 1.24357 4.60235
H -3.73447 1.96676 4.51192
H -2.29769 2.99656 4.61082
H 0.88571 3.51147 0.93162
H 0.90428 2.31282 -0.36928
H 1.18636 1.81414 1.29914
C -3.22792 1.77313 -6.33308
C -3.59005 1.03729 -5.03333
C -4.92150 0.30239 -5.18287
C -6.11731 1.24883 -5.26881
C -6.15071 2.21430 -4.08362
C -4.82880 2.94509 -3.82040
N -3.68905 1.97037 -3.86329
O -3.53337 1.36093 -2.73947
C -4.62729 4.09067 -4.82298
C -4.85559 3.57361 -2.43121
C -2.46248 0.05111 -4.76234
H -2.85225 1.04466 -7.05155
H -4.06813 2.27145 -6.80727
H -2.44231 2.50888 -6.15838
H -5.05468 -0.36371 -4.32474
H -4.86983 -0.33148 -6.07097
H -6.10439 1.80230 -6.21142
H -7.03826 0.66369 -5.27594
H -6.92878 2.96664 -4.23243
H -6.42303 1.65415 -3.18378
H -3.63303 4.52457 -4.70940
H -5.36118 4.87095 -4.62172
H -4.75687 3.79556 -5.85942
H -5.11766 2.85082 -1.66208
H -5.59858 4.37174 -2.42356
H -3.88484 4.00237 -2.17870
H -1.50351 0.56872 -4.70014
H -2.41797 -0.66084 -5.58709
H -2.61700 -0.50042 -3.83919

***

5.
8
Properties=species:S:1:pos:R:3 method="wB97M-V/def2-TZVPD" gap_ev=5.7 homo_ha=-0.1282 total_charge=-1 e_lumo_ev=2.2 de_lowest_kj_mol=123.0
C -0.43749 0.66483 -0.43702
C -0.32879 -0.73676 0.21130
N -1.20886 0.40476 0.54608
O -2.21699 0.57347 1.13093
I 4.72367 0.94701 -0.75887
I -0.96466 -2.44554 -0.92961
H 0.13084 1.55758 -0.73753
H 0.30227 -0.96535 0.97473

***

6.
13
Properties=species:S:1:pos:R:3 method="wB97M-V/def2-TZVPD" gap_ev="8.6 / 8.3" homo_ha="-0.5472 / -0.5480" total_charge=+1 e_lumo_ev="-6.3 / -6.6" de_lowest_kj_mol=461.7
C 1.84584 0.14677 -0.26879
C 0.93436 1.10033 0.04208
C 0.91711 -1.00585 0.01871
C -1.43787 0.20856 -0.40245
N -0.10267 0.18812 0.32891
H 2.78413 -0.02222 -0.66820
H 1.02083 2.16630 -0.17661
H 0.81786 -1.63821 -0.81109
H 1.16440 -1.56358 0.84374
H -1.11607 0.20916 -1.39255
H -2.01704 -0.58145 -0.08324
H -1.98327 1.09331 -0.31822
H -0.14422 -0.14126 2.06818

***

7.
31
Properties=species:S:1:pos:R:3 method="wB97M-V/def2-TZVPD" gap_ev=9.7 homo_ha=-0.4528 total_charge=+1 e_lumo_ev=-2.7 de_lowest_kj_mol=58.8 smiles="CSC(C)(C)C(=[NH2+])N1CCCC1"
C -0.05353 -0.50131 0.35444
C 2.71242 1.97896 -0.27816
C 3.35372 0.69215 -0.41244
C 1.17827 1.65905 -0.07495
C 2.38364 -0.36163 0.27082
C -2.57142 -1.03646 1.05511
C -1.95872 1.44001 0.96922
C -2.11397 -1.67034 -2.08700
C -1.72545 0.00544 0.37009
N 1.06634 0.19993 0.13761
N 0.11606 -1.78443 0.59345
S -2.02273 0.00476 -1.48873
H 2.87974 2.48429 0.73608
H 2.88963 2.78718 -0.97840
H 3.54929 0.41131 -1.46567
H 4.30119 0.61574 0.16665
H 0.78858 2.05817 0.81548
H 0.61346 1.82573 -0.98333
H 2.52668 -1.27190 -0.23724
H 2.63608 -0.55610 1.35307
H -3.58012 -0.60561 1.38474
H -2.63378 -1.93943 0.55215
H -2.11396 -1.21216 2.03781
H -2.79991 1.44101 1.55560
H -1.07775 1.95116 1.42483
H -2.23740 2.09284 0.12464
H -1.31979 -2.39509 -1.86938
H -2.01261 -1.41063 -3.21264
H -3.07647 -2.08408 -2.11761
H -0.68083 -2.44659 0.74425
H 0.98333 -2.37198 0.55953

***

8.
19
Properties=species:S:1:pos:R:3 method="wB97M-V/def2-TZVPD" gap_ev=5.2 homo_ha=-0.2752 e_lumo_ev=-2.3 de_lowest_kj_mol=947.6
C 0.16562 1.01783 -0.62031
C -0.21006 -0.00932 0.37654
C -1.72901 -0.20676 0.57530
C -2.51225 -0.84960 -0.48449
O -2.11928 -1.10340 -1.59069
N 0.55472 -0.61234 1.32178
C 1.89724 -0.08413 1.26132
O 2.78590 1.52056 -0.67645
H 0.03881 2.02605 -0.23597
H -0.37949 0.87012 -1.55087
H 1.24295 0.82823 -0.88535
H 0.15897 -1.07930 -0.01584
H -1.67628 -1.42482 0.37378
H -2.07192 -0.05928 1.58645
H -3.55337 -1.06422 -0.19607
H 2.29891 -0.05786 0.22130
H 2.57361 -0.70037 1.84950
H 1.94417 0.95003 1.60578
H 3.63287 1.79948 -1.03679

***

9.
22
Properties=species:S:1:pos:R:3 method="wB97M-V/def2-TZVPD" gap_ev=10.3 homo_ha=-0.3578 e_lumo_ev=0.6 de_lowest_kj_mol=76.5 smiles="CC(C)C=O.O.O.O"
C 0.98780 -1.95038 1.04921
C 1.13360 -1.11739 -0.21609
C -0.29805 -1.13656 -0.77662
C 2.19406 -1.85688 -1.09904
O 0.63146 -1.48049 2.09995
H 1.03143 -3.05092 0.94503
H 1.50954 -0.14402 0.07664
H -0.24182 -0.84567 -1.82477
H -0.81122 -0.33090 -0.25042
H -0.86272 -2.03463 -0.53436
H 1.71464 -2.43027 -1.89061
H 2.79365 -2.49997 -0.48136
H 2.74023 -1.10362 -1.66792
H -0.37547 3.22775 -2.33506
H -1.69666 3.20059 -1.58807
O -0.93506 2.66003 -1.79783
H -2.90054 -0.00390 0.84867
H -2.60575 0.56824 -0.43010
O -2.81454 0.85654 0.46870
H 0.29407 1.69286 1.46580
H -0.67086 2.74439 0.84811
O 0.24905 2.54502 1.02706

***

10.
109
Properties=species:S:1:pos:R:3 method="wB97M-V/def2-TZVPD" gap_ev=8.2 homo_ha=-0.4092 total_charge=+1 e_lumo_ev=-3.0
Tl 1.06007 0.17623 0.04624
C 0.62467 5.16123 -0.82406
C 0.55057 3.68903 -1.24016
C 0.25597 3.53183 -2.73586
C -0.51793 3.00863 -0.45196
C -1.76953 3.50753 -0.12686
C -2.38773 2.53983 0.64954
C -3.71023 2.81763 1.29594
C -3.46023 3.26113 2.74054
C -4.76193 1.71573 1.20284
N -1.53553 1.50483 0.77524
N -0.39903 1.80013 0.09994
B -1.65963 0.17013 1.54714
N -1.48063 -1.07997 0.63784
N -0.24903 -1.59467 0.38064
C -0.40443 -2.77847 -0.22556
C -1.76003 -3.03527 -0.34446
C -2.41053 -1.93887 0.19754
C -3.88673 -1.74617 0.21204
C -4.32803 -1.39217 -1.21236
C -4.58223 -3.01737 0.70134
C 0.68287 -3.71587 -0.64416
C 2.06307 -3.20107 -0.27026
C 0.62157 -3.95407 -2.15456
N -0.55593 0.07143 2.63124
N 0.75167 0.28203 2.34084
C 1.46797 0.09483 3.45444
C 0.59887 -0.23697 4.48524
C -0.67213 -0.26747 3.92874
C -1.85763 -0.79267 4.68134
C -3.02573 0.16893 4.88254
C -2.34433 -2.10697 4.06884
C 2.96017 0.14123 3.55954
C 3.51687 1.50333 3.14914
C 3.55617 -0.98667 2.71454
H 1.46567 5.65403 -1.30336
H 0.74447 5.24703 0.25514
H -0.28343 5.68443 -1.11116
H 1.51027 3.20593 -1.02716
H -0.74173 3.89793 -2.96396
H 0.31277 2.48363 -3.02506
H 0.96857 4.09013 -3.33546
H -2.17303 4.46323 -0.38766
H -4.10403 3.68343 0.75084
H -2.96543 2.47373 3.29934
H -4.40123 3.50733 3.22414
H -2.82663 4.14473 2.75714
H -4.63313 0.97103 1.98164
H -4.72013 1.23543 0.22914
H -5.74893 2.15423 1.32524
H -2.70533 0.11713 2.06524
H -2.19693 -3.91507 -0.76386
H -4.14663 -0.92377 0.87424
H -4.11683 -2.22107 -1.88436
H -3.78483 -0.51887 -1.56696
H -5.39593 -1.18997 -1.23646
H -4.45753 -3.82357 -0.01466
H -5.64693 -2.84337 0.82464
H -4.17453 -3.34097 1.65624
H 0.49137 -4.66637 -0.13106
H 2.29437 -2.36577 -0.92936
H 2.81597 -3.96927 -0.43276
H 2.09067 -2.90147 0.77634
H 0.90057 -3.04227 -2.67866
H -0.37483 -4.25157 -2.46616
H 1.32207 -4.73417 -2.43836
H 0.85957 -0.45307 5.50234
H -1.46113 -1.01737 5.67704
H -3.58623 0.30923 3.96564
H -2.68053 1.13153 5.25044
H -3.69733 -0.25637 5.62364
H -2.74023 -1.94567 3.07244
H -3.12733 -2.51947 4.69754
H -1.53313 -2.82747 4.01064
H 3.20647 -0.03467 4.61304
H 3.32847 1.69203 2.09694
H 4.58887 1.53993 3.32224
H 3.05107 2.29233 3.73294
H 3.18157 -0.90237 1.69464
H 3.26267 -1.95897 3.10394
H 4.64157 -0.93097 2.70224
O -0.91623 -0.09267 -1.90016
C 0.06097 -0.17687 -2.63266
N 1.31427 -0.24427 -2.15766
S 2.45627 -0.29097 -3.36166
O 3.23227 0.92143 -3.35826
O 3.22657 -1.49537 -3.22686
C 1.26797 -0.31427 -4.69266
C 1.44207 -0.33607 -6.05556
C 0.30377 -0.22767 -6.84896
C -0.95663 -0.11587 -6.28026
C -1.12183 -0.11067 -4.90316
C 0.01297 -0.20807 -4.11346
H 2.42407 -0.42697 -6.48976
H 0.40237 -0.22137 -7.92266
H -1.82283 -0.01397 -6.91526
H -2.09313 -0.02487 -4.44016
S 3.32847 1.54133 -0.34006
C 4.56007 0.50833 -0.89806
N 5.58837 1.09103 -1.55416
C 6.64417 0.40493 -2.02546
C 6.73477 -0.94597 -1.83936
C 5.68827 -1.60097 -1.17326
C 4.62377 -0.87857 -0.70226
H 5.50617 2.08893 -1.73006
H 7.39297 0.97243 -2.55736
H 7.58817 -1.49157 -2.20056
H 5.72827 -2.67127 -1.03836
H 3.81967 -1.36537 -0.18396

***

11.
9
Properties=species:S:1:pos:R:3 method="wB97M-V/def2-TZVPD" gap_ev=9.4 homo_ha=-0.4089 e_lumo_ev=-1.8 de_lowest_kj_mol=159.3
C -0.89696 -0.32079 1.70883
N -1.55133 -0.11839 2.62798
N 0.63093 1.20089 -0.27832
N 0.10806 -1.14445 -0.81987
O -0.40168 -0.54139 -1.73540
O -0.03763 -2.35098 -0.59555
P 1.09249 -0.17892 0.40336
H 1.15258 2.07682 -0.44819
H -0.09645 1.37721 -0.86284

***

12.
20
Properties=species:S:1:pos:R:3 method="wB97M-V/def2-TZVPD" gap_ev=11.4 homo_ha=-0.5341 total_charge=+1 e_lumo_ev=-3.2 de_lowest_kj_mol=115.3
C -2.08736 0.53226 1.91681
C -1.94789 -0.60732 0.91482
N -0.72292 -0.36076 -0.03498
H -2.60559 0.21778 2.81889
H -2.39927 1.41989 1.38322
H -1.04501 0.74125 2.23930
H -2.70412 -0.93977 0.20857
H -1.57064 -1.47855 1.45434
H -0.33872 -1.27249 -0.25745
H -1.00839 0.14221 -0.87391
H 0.01193 0.17044 0.42697
H -0.05138 -0.74700 -3.24382
H 1.04485 0.01379 -3.90390
O 0.49368 0.04985 -3.12037
H 3.17031 1.57233 -0.27940
H 2.79471 2.15495 -1.62242
O 2.43736 1.59435 -0.89756
H 2.23207 -1.84584 1.08201
H 2.29465 -0.31445 1.18002
O 2.00172 -1.04293 0.60886